# 1
8
Properties=species:S:1:pos:R:3:forces:R:3 method="wB97M-V/def2-TZVPD" orbital_gap_ev=11.48 de_lowest_kcal_mol=7.9 e_tot_ha=-229.09396 smiles="CC(=O)O" homo_energy_ha=-0.394 lumo_energy_ev=0.764
C -0.97089 0.07870 0.01671 0.24 -2.71 -1.00
C 0.52861 0.30967 0.01809 -2.41 -2.88 0.78
H -1.33744 -0.37566 0.96866 0.45 0.68 -0.53
H -1.10338 -0.82896 -0.74341 -0.20 2.27 1.27
H -1.46887 1.00633 -0.23248 -0.29 -0.18 -0.13
H 2.11990 -0.64188 -0.10438 -0.87 -0.59 0.38
O 1.17150 -0.89680 0.04688 1.45 1.02 -0.53
O 1.06058 1.34861 0.02993 1.63 2.39 -0.24

***

# 2
12
Properties=species:S:1:pos:R:3:forces:R:3 method="wB97M-V/def2-TZVPD" orbital_gap_ev=9.32 de_lowest_kcal_mol=88.2 e_tot_ha=-248.38588 smiles="C/C=[N+](/C)[O-]" homo_energy_ha=-0.310 lumo_energy_ev=0.876
C -0.16572 0.15058 0.53864 -1.80 0.04 -0.51
C -1.53715 -0.02052 1.02307 -0.43 -4.57 -1.42
C 1.55415 0.24093 -1.00517 1.66 -3.96 -0.18
N 0.27403 -0.35064 -0.57683 -0.95 0.74 2.21
O -0.40372 -1.20997 -1.24176 1.10 0.55 -0.64
H 0.37127 0.76347 1.17338 2.04 1.30 0.34
H -2.27715 0.73001 0.85607 -0.16 0.77 -0.26
H -1.52187 -0.34539 2.04554 -0.09 0.30 0.80
H -1.84542 -1.00388 0.46551 -0.14 1.84 0.87
H 2.45853 -0.26288 -0.41683 -1.91 0.75 -1.69
H 1.51206 0.06425 -2.07957 0.83 0.02 0.06
H 1.58100 1.24404 -0.78204 -0.16 2.22 0.41

***

# 3
17
Properties=species:S:1:pos:R:3:forces:R:3 method="wB97M-V/def2-TZVPD" orbital_gap_ev="5.11 / 8.54" de_lowest_kcal_mol=141.6 total_charge=+1 e_tot_ha=-251.36143 multiplicity=2 s2=0.82 homo_energy_ha="-0.500 / -0.563" lumo_energy_ev="-8.504 / -6.776"
C -1.59507 -1.63392 -0.43742 -0.71 -1.40 -4.26
C -1.61886 -0.22569 -0.95023 0.37 0.04 4.98
C -0.33199 0.58236 -0.62926 0.34 -0.12 -0.53
C 0.15392 0.05859 0.73234 -0.75 0.53 1.77
N 1.12823 0.83217 1.36560 0.15 -0.44 -0.89
C 2.40293 0.83039 0.77579 0.83 1.01 -0.27
H -2.46621 -2.06936 0.04759 0.27 0.64 1.07
H -0.71906 0.15684 1.38598 -0.03 -0.34 -0.02
H -1.25887 -2.42348 -1.12193 1.09 0.11 0.53
H -2.11235 0.13027 -1.84849 -0.10 -0.65 -0.31
H -2.15089 0.04944 -0.01861 -1.07 1.45 -1.16
H -0.63049 1.59923 -0.39023 0.02 0.26 -0.58
H 0.42787 0.57495 -1.40295 0.11 -0.10 -0.07
H 0.44563 -1.02191 0.75512 0.01 -0.22 -0.67
H 3.03862 1.59946 1.21366 -0.04 -0.25 0.36
H 2.92177 -0.13620 0.81845 -0.20 -0.20 0.08
H 2.36483 1.09684 -0.29542 -0.29 -0.35 -0.02

***

# 4
12
Properties=species:S:1:pos:R:3:forces:R:3 method="wB97M-V/def2-TZVPD" orbital_gap_ev=3.03 total_charge=+3 e_tot_ha=-4221.24001 homo_energy_ha=-0.612 lumo_energy_ev=-13.616
Mg 0.13411 0.32739 0.59929 -0.18 -1.60 -0.43
Mg -4.05187 0.57082 -0.11142 0.15 0.71 1.69
Mg -0.03107 3.15845 4.07059 -0.35 -0.95 -0.57
Mg 1.48244 -2.92751 -1.50129 -1.95 -0.60 -0.70
Mg 3.58086 0.84875 -2.05011 -1.12 -1.29 0.18
Cl 1.80571 1.32522 -0.54555 1.21 1.15 -0.63
Cl -4.16874 1.54976 2.02938 0.07 -0.66 -1.48
Cl -1.80536 0.44747 -0.68901 -0.16 -0.06 -0.29
Cl 1.17338 -1.88747 0.52761 -0.27 0.66 0.86
Cl -0.59209 -3.35555 -2.47957 1.37 0.29 0.60
Cl -0.32764 1.28456 2.71842 0.11 1.19 1.26
Cl 2.80030 -1.34191 -2.56830 1.13 1.17 -0.50